Formula: C69H80BO2
Source: the OMol25 dataset
Level of theory: ωB97M-V/def2-TZVPD

The calculation puts the highest occupied orbital energy at -1.29 eV. The strongest force on any atom comes out at 1.2 eV Å⁻¹. Its energy is -2852.5776 Ha. The charge is -1.

Last columns: bonded neighbours and bond lengths (Å).
Geometry (Å):
1 C -13.946 -0.997 -6.432  C10 1.388, H71 1.082, C79 1.388
2 C -3.676 -0.847 1.166  H51 1.092, C101 1.564, H105 1.093, C132 1.524
3 C -14.259 1.347 1.157  C78 1.388, H124 1.082, C142 1.388
4 C 10.643 8.456 -0.158  C75 1.388, H107 1.083, C116 1.388
5 H -16.335 -2.726 -8.096  C54 1.083
6 C 4.133 1.858 5.516  C20 1.388, H25 1.083, C111 1.388
7 C -3.178 0.039 -4.864  C55 1.388, H66 1.083, C119 1.389
8 C 12.909 -5.585 3.331  C14 1.388, C90 1.388, H123 1.083
9 H -12.599 -3.020 -3.422  C60 1.083
10 C -15.183 -1.294 -6.989  C1 1.388, C54 1.388, H81 1.083
11 H 2.837 0.331 6.280  C111 1.082
12 C -9.464 -4.094 -4.112  C36 1.388, H96 1.083, C134 1.388
13 H -4.405 3.751 -0.166  O59 0.974
14 C 11.595 -5.324 3.695  C8 1.388, C17 1.388, H147 1.082
15 H -2.021 1.052 -3.365  C119 1.083
16 C 5.070 -3.115 -2.113  C83 1.388, C98 1.388, H140 1.083
17 C 11.317 -4.767 4.935  C14 1.388, C62 1.388, H91 1.082
18 H 11.954 -5.405 -1.346  C122 1.083
19 C -5.436 -0.508 -4.247  H24 1.084, C55 1.389, C129 1.388
20 C 4.571 3.168 5.650  C6 1.388, H26 1.083, C128 1.388
21 C 8.580 -5.252 -1.566  H33 1.083, C63 1.388, C77 1.388
22 H 1.654 0.797 3.383  C127 1.088
23 H -1.030 1.635 3.645  C74 1.084
24 H -6.394 -0.950 -4.492  C19 1.084
25 H 4.531 1.232 4.727  C6 1.083
26 H 5.306 3.568 4.963  C20 1.083
27 C 8.008 5.993 2.967  H32 1.083, C89 1.388, C120 1.388
28 H 10.110 -5.944 -2.900  C63 1.082
29 C 6.767 5.766 0.920  C50 1.388, C120 1.388, H138 1.083
30 H -12.061 0.798 -1.356  C76 1.082
31 H 11.574 10.360 0.167  C75 1.082
32 H 8.615 6.591 3.634  C27 1.083
33 H 7.772 -5.484 -2.248  C21 1.083
34 H -0.882 0.335 4.789  C74 1.085
35 H 5.414 -1.877 -3.831  C98 1.083
36 C -10.846 -4.119 -3.990  C12 1.388, H40 1.083, C60 1.388
37 H 9.608 6.671 -0.744  C116 1.083
38 C -13.832 -1.004 0.896  C44 1.388, H52 1.082, C78 1.388
39 H -4.565 -0.969 -6.155  C55 1.083
40 H -11.399 -5.010 -4.261  C36 1.083
41 H 2.716 4.085 8.328  C151 1.082
42 C 13.665 -4.730 5.446  C62 1.388, C90 1.388, H149 1.082
43 H -14.475 -4.342 -8.282  C72 1.083
44 C -12.960 -0.730 -0.149  C38 1.388, C76 1.388, H97 1.083
45 B -3.964 2.224 0.885  O59 1.387, O121 1.390, C143 1.551
46 H -4.884 1.962 2.806  C143 1.088
47 H 5.825 3.865 0.600  C50 1.082
48 H 0.809 -0.678 3.705  C127 1.086
49 H 6.649 2.902 2.719  C118 1.083
50 C 6.440 4.461 1.261  C29 1.388, H47 1.082, C118 1.388
51 H -4.173 -1.772 0.865  C2 1.092
52 H -14.002 -2.028 1.202  C38 1.082
53 H -1.177 -2.817 1.046  C70 1.089
54 C -15.372 -2.496 -7.658  H5 1.083, C10 1.388, C72 1.388
55 C -4.408 -0.521 -5.181  C7 1.388, C19 1.389, H39 1.083
56 H 0.194 1.711 4.932  C74 1.086
57 H -2.095 -0.578 2.688  C101 1.085
58 C 9.396 8.231 -2.202  C103 1.388, H115 1.082, C116 1.388
59 O -4.894 3.140 0.414  H13 0.974, B45 1.387
60 C -11.521 -3.001 -3.519  H9 1.083, C36 1.388, C125 1.388
61 H -6.036 0.085 -2.270  C129 1.083
62 C 12.351 -4.473 5.812  C17 1.388, C42 1.388, H87 1.082
63 C 9.893 -5.509 -1.933  C21 1.388, H28 1.082, C122 1.388
64 H 2.126 -3.383 -0.463  C117 1.082
65 H -3.211 1.415 2.768  C143 1.115
66 H -2.374 0.025 -5.589  C7 1.083
67 H 3.099 -1.013 -3.888  C152 1.082
68 C 10.651 -4.656 0.184  C106 1.388, C122 1.388, H144 1.083
69 H 1.454 -1.774 -2.208  C141 1.082
70 C -1.260 -1.732 0.998  H53 1.089, C101 1.544, H112 1.088, C114 1.549
71 H -13.798 -0.060 -5.912  C1 1.082
72 C -14.326 -3.403 -7.763  H43 1.083, C54 1.388, C126 1.388
73 C 0.252 0.254 1.807  H88 1.087, C114 1.534, C127 1.554, H139 1.083
74 C -0.312 1.064 4.221  H23 1.084, H34 1.085, H56 1.086, C127 1.544
75 C 10.965 9.762 -0.499  C4 1.388, H31 1.082, C95 1.388
76 C -12.741 0.582 -0.542  H30 1.082, C44 1.388, C142 1.388
77 C 8.302 -4.696 -0.325  C21 1.388, C106 1.388, H150 1.083
78 C -14.482 0.034 1.547  C3 1.388, C38 1.388, H92 1.083
79 C -12.901 -1.903 -6.540  C1 1.388, H113 1.082, C126 1.388
80 H 9.362 9.957 -3.474  C103 1.082
81 H -16.000 -0.589 -6.901  C10 1.083
82 H 4.406 4.990 6.769  C128 1.083
83 C 4.148 -3.536 -1.165  C16 1.388, C117 1.388, H135 1.083
84 H -2.342 1.329 0.310  O121 0.973
85 C 2.671 2.152 7.400  C111 1.388, H131 1.082, C151 1.388
86 H 9.120 -3.971 1.521  C106 1.083
87 H 12.134 -4.042 6.781  C62 1.082
88 H 1.009 0.805 1.257  C73 1.087
89 C 7.684 4.686 3.307  C27 1.388, C118 1.388, H133 1.083
90 C 13.944 -5.285 4.205  C8 1.388, C42 1.388, H148 1.082
91 H 10.292 -4.562 5.219  C17 1.082
92 H -15.162 -0.180 2.362  C78 1.083
93 H -7.678 -2.933 -3.859  C134 1.082
94 H -11.341 -0.985 -2.813  C125 1.083
95 C 10.507 10.301 -1.693  C75 1.388, H99 1.082, C103 1.388
96 H -8.936 -4.967 -4.475  C12 1.083
97 H -12.448 -1.540 -0.653  C44 1.083
98 C 4.694 -2.208 -3.093  C16 1.388, H35 1.083, C152 1.388
99 H 10.762 11.318 -1.961  C95 1.082
100 H -8.880 -0.937 -3.038  C102 1.083
101 C -2.402 -1.309 1.947  C2 1.564, H57 1.085, C70 1.544, H145 1.086
102 C -9.431 -1.830 -3.304  H100 1.083, C125 1.388, C134 1.388
103 C 9.722 9.536 -2.544  C58 1.388, H80 1.082, C95 1.388
104 H -3.856 1.091 -1.716  C130 1.081
105 H -3.375 -0.376 0.227  C2 1.093
106 C 9.337 -4.401 0.552  C68 1.388, C77 1.388, H86 1.083
107 H 11.001 8.033 0.772  C4 1.083
108 H 7.808 7.548 1.503  C120 1.083
109 H -13.213 2.645 -0.193  C142 1.082
110 H -4.829 -0.497 2.899  C132 1.099
111 C 3.183 1.350 6.390  C6 1.388, H11 1.082, C85 1.388
112 H -1.524 -1.520 -0.035  C70 1.088
113 H -11.937 -1.673 -6.104  C79 1.082
114 C 0.161 -1.182 1.277  C70 1.549, C73 1.534, H137 1.092, H146 1.087
115 H 8.781 7.635 -2.863  C58 1.082
116 C 9.859 7.690 -1.010  C4 1.388, H37 1.083, C58 1.388
117 C 2.847 -3.055 -1.201  H64 1.082, C83 1.388, C141 1.388
118 C 6.901 3.921 2.454  H49 1.083, C50 1.388, C89 1.388
119 C -2.980 0.616 -3.615  C7 1.389, H15 1.083, C130 1.388
120 C 7.552 6.531 1.772  C27 1.388, C29 1.388, H108 1.083
121 O -2.834 2.137 0.082  B45 1.390, H84 0.973
122 C 10.929 -5.208 -1.059  H18 1.083, C63 1.388, C68 1.388
123 H 13.125 -6.022 2.364  C8 1.083
124 H -14.761 2.157 1.669  C3 1.082
125 C -10.813 -1.857 -3.177  C60 1.388, H94 1.083, C102 1.388
126 C -13.092 -3.107 -7.203  C72 1.388, C79 1.388, H136 1.083
127 C 0.680 0.321 3.299  H22 1.088, H48 1.086, C73 1.554, C74 1.544
128 C 4.063 3.969 6.664  C20 1.388, H82 1.083, C151 1.388
129 C -5.238 0.072 -3.001  C19 1.388, H61 1.083, C130 1.388
130 C -4.010 0.637 -2.685  H104 1.081, C119 1.388, C129 1.388
131 H 1.924 1.758 8.077  C85 1.082
132 C -4.706 -0.013 1.920  C2 1.524, H110 1.099, C143 1.554
133 H 8.040 4.265 4.239  C89 1.083
134 C -8.756 -2.950 -3.768  C12 1.388, H93 1.082, C102 1.388
135 H 4.442 -4.241 -0.397  C83 1.083
136 H -12.276 -3.815 -7.280  C126 1.083
137 H 0.690 -1.206 0.322  C114 1.092
138 H 6.409 6.188 -0.011  C29 1.083
139 H -0.683 0.792 1.705  C73 1.083
140 H 6.084 -3.495 -2.089  C16 1.083
141 C 2.469 -2.149 -2.182  H69 1.082, C117 1.388, C152 1.388
142 C -13.389 1.621 0.111  C3 1.388, C76 1.388, H109 1.082
143 C -4.167 1.418 2.194  B45 1.551, H46 1.088, H65 1.115, C132 1.554
144 H 11.458 -4.421 0.865  C68 1.083
145 H -2.714 -2.191 2.499  C101 1.086
146 H 0.689 -1.885 1.917  C114 1.087
147 H 10.788 -5.557 3.012  C14 1.082
148 H 14.969 -5.484 3.919  C90 1.082
149 H 14.472 -4.497 6.129  C42 1.082
150 H 7.277 -4.493 -0.040  C77 1.083
151 C 3.114 3.460 7.539  H41 1.082, C85 1.388, C128 1.388
152 C 3.393 -1.723 -3.126  H67 1.082, C98 1.388, C141 1.388

Formula: C4H7NOP
Source: the OMol25 dataset
Level of theory: ωB97M-V/def2-TZVPD

The calculation puts the highest occupied orbital energy at -15.25 eV. As for the structure (SMILES): O=C1CC/[N+]1=C\P. The strongest force on any atom comes out at 4.2 eV Å⁻¹. Its energy is -627.6146 Ha. The charge is +1. The energy relative to the best compared isomer or geometry (same formula, charge and spin) comes out at 4.08 kcal/mol.

Last columns: bonded neighbours and bond lengths (Å).
Geometry (Å):
1 H -2.116 0.983 0.970  C10 1.045
2 O -1.964 -1.828 -0.058  C11 1.145
3 H -0.243 1.251 -1.355  C14 1.064
4 H 1.897 0.698 0.600  P7 1.387
5 H 0.235 1.694 0.306  C14 1.107
6 N -0.030 -0.430 -0.200  C11 1.494, C13 1.318, C14 1.474
7 P 2.776 -0.064 -0.156  H4 1.387, H8 1.423, C13 1.985
8 H 3.497 -0.755 0.858  P7 1.423
9 H 1.060 -2.254 0.023  C13 1.149
10 C -1.809 0.651 0.027  H1 1.045, C11 1.487, H12 0.997, C14 1.536
11 C -1.473 -0.794 -0.075  O2 1.145, N6 1.494, C10 1.487
12 H -2.565 0.954 -0.548  C10 0.997
13 C 1.091 -1.109 -0.064  N6 1.318, P7 1.985, H9 1.149
14 C -0.356 1.003 -0.326  H3 1.064, H5 1.107, N6 1.474, C10 1.536

Formula: C24H30F18O12
Source: the OMol25 dataset
Level of theory: ωB97M-V/def2-TZVPD

The calculation puts the highest occupied orbital energy at -10.46 eV. As for the structure (SMILES): CCOC(=O)C(F)(F)F.CCOC(=O)C(F)(F)F.CCOC(=O)C(F)(F)F.CCOC(=O)C(F)(F)F.CCOC(=O)C(F)(F)F.CCOC(=O)C(F)(F)F. The strongest force on any atom comes out at 6.9 eV Å⁻¹. Its energy is -3632.8268 Ha. The charge is 0. The energy relative to the best compared isomer or geometry (same formula, charge and spin) comes out at 172.72 kcal/mol.

Last columns: bonded neighbours and bond lengths (Å).
Geometry (Å):
1 F -2.377 -0.810 -2.751  C78 1.396
2 H 5.597 1.043 4.509  C60 1.051
3 C -1.723 5.123 1.410  C12 1.544, H14 1.012, H30 1.023, O54 1.485
4 O 3.312 3.349 4.599  C45 1.459, C46 1.337
5 H 4.595 2.711 3.266  C45 1.017
6 F 0.522 5.348 4.022  C69 1.333
7 H 1.180 -0.173 0.811  C34 1.090
8 F -2.684 1.956 -2.194  C42 1.332
9 H -0.758 7.046 2.001  C12 1.077
10 C -2.145 3.501 -0.389  C42 1.628, O54 1.342, O56 1.214
11 O 3.634 0.534 0.958  C27 1.195
12 C -1.194 6.550 1.150  C3 1.544, H9 1.077, H61 1.123, H63 0.969
13 H 0.873 -2.696 1.407  C16 1.143
14 H -2.517 5.264 2.021  C3 1.012
15 O -3.074 1.179 1.923  C23 1.242
16 C 1.579 -3.530 1.071  H13 1.143, H43 1.032, H53 1.131, C75 1.509
17 F -0.538 -0.690 2.413  C29 1.404
18 F -2.206 -1.914 3.381  C29 1.387
19 F -1.740 0.127 4.111  C29 1.384
20 F 6.363 -5.290 0.033  C38 1.333
21 F -3.611 4.016 -2.235  C42 1.365
22 H 2.302 -2.499 -0.401  C75 1.093
23 C -2.865 -0.045 1.939  O15 1.242, C29 1.578, O80 1.355
24 H -5.484 -2.442 0.048  C49 1.009
25 F -4.149 2.406 -0.696  C42 1.334
26 H -1.002 0.068 -0.264  C51 1.072
27 C 3.578 0.377 -0.225  O11 1.195, O65 1.419, C74 1.508
28 C -3.431 -4.226 -5.829  H37 1.045, C58 1.560, O70 1.412, H73 1.295
29 C -1.828 -0.646 2.966  F17 1.404, F18 1.387, F19 1.384, C23 1.578
30 H -0.995 4.414 1.530  C3 1.023
31 F 2.093 5.837 5.372  C69 1.345
32 H -4.657 -3.949 -7.475  C58 1.122
33 O 2.914 -4.406 -0.678  C62 1.441, C75 1.424
34 C 1.164 0.426 -0.100  H7 1.090, H47 1.147, C51 1.514, O65 1.390
35 F 5.560 -5.286 -1.978  C38 1.323
36 F 4.580 -6.540 -0.529  C38 1.395
37 H -4.122 -4.665 -5.180  C28 1.045
38 C 5.246 -5.325 -0.693  F20 1.333, F35 1.323, F36 1.395, C62 1.538
39 H -3.786 -2.619 -7.244  C58 1.073
40 H -4.901 0.107 0.377  C68 1.031
41 H 5.445 2.566 5.376  C60 1.090
42 C -3.217 2.948 -1.482  F8 1.332, C10 1.628, F21 1.365, F25 1.334
43 H 2.480 -3.519 1.575  C16 1.032
44 F 4.287 0.697 -2.433  C74 1.347
45 C 4.019 2.243 3.961  O4 1.459, H5 1.017, H50 1.153, C60 1.443
46 C 2.449 4.045 3.851  O4 1.337, O67 1.238, C69 1.558
47 H 1.114 1.483 0.342  C34 1.147
48 O -4.002 -2.760 -3.608  C64 1.263
49 C -4.884 -1.866 -0.523  H24 1.009, H52 1.123, H55 1.136, C68 1.551
50 H 3.278 1.452 3.567  C45 1.153
51 C -0.093 -0.004 -0.827  H26 1.072, C34 1.514, H72 1.090, H84 1.228
52 H -5.409 -1.641 -1.490  C49 1.123
53 H 1.214 -4.594 1.189  C16 1.131
54 O -2.387 4.707 0.148  C3 1.485, C10 1.342
55 H -4.032 -2.562 -0.805  C49 1.136
56 O -1.155 2.807 -0.278  C10 1.214
57 O 4.534 -3.175 0.335  C62 1.220
58 C -4.372 -3.272 -6.627  C28 1.560, H32 1.122, H39 1.073, H76 1.024
59 H 0.812 -3.510 -0.841  C75 1.126
60 C 4.918 1.709 4.956  H2 1.051, H41 1.090, C45 1.443, H71 1.207
61 H -1.942 7.319 0.817  C12 1.123
62 C 4.286 -4.191 -0.294  O33 1.441, C38 1.538, O57 1.220
63 H -0.549 6.496 0.429  C12 0.969
64 C -2.825 -2.758 -4.065  O48 1.263, O70 1.288, C78 1.506
65 O 2.315 0.234 -0.856  C27 1.419, C34 1.390
66 H -3.628 0.092 -0.568  C68 1.145
67 O 2.287 4.032 2.624  C46 1.238
68 C -4.217 -0.617 0.111  H40 1.031, C49 1.551, H66 1.145, O80 1.453
69 C 1.463 4.801 4.791  F6 1.333, F31 1.345, C46 1.558, F77 1.368
70 O -2.492 -3.503 -5.061  C28 1.412, C64 1.288
71 H 4.320 1.100 5.809  C60 1.207
72 H 0.070 -0.854 -1.490  C51 1.090
73 H -2.893 -5.013 -6.705  C28 1.295
74 C 4.688 0.229 -1.235  C27 1.508, F44 1.347, F79 1.375, F81 1.344
75 C 1.853 -3.495 -0.412  C16 1.509, H22 1.093, O33 1.424, H59 1.126
76 H -5.157 -2.907 -6.081  C58 1.024
77 F 1.025 4.069 5.861  C69 1.368
78 C -1.788 -1.908 -3.380  F1 1.396, C64 1.506, F82 1.331, F83 1.291
79 F 5.024 -1.104 -1.209  C74 1.375
80 O -3.479 -1.058 1.282  C23 1.355, C68 1.453
81 F 5.754 0.892 -0.755  C74 1.344
82 F -0.919 -1.521 -4.311  C78 1.331
83 F -1.224 -2.565 -2.422  C78 1.291
84 H -0.253 0.860 -1.685  C51 1.228